Record 1
ORCA calculation (ωB97M-V with the def2-TZVPD basis set) on a molecular structure, C35H81GaI2N5O3.

Geometry as ORCA input:
```
! wB97M-V def2-TZVPD RIJCOSX def2/J DEFGRID3
* xyz -1 1
C 5.093 -0.980 -0.968
C 4.927 0.437 -1.685
C 3.427 0.999 -1.728
O 2.413 0.030 -1.413
C 1.625 0.399 -0.251
Ga -0.310 -0.397 -0.289
I -1.230 0.013 2.174
C -0.166 -2.463 -0.461
C -0.469 -3.037 -1.924
C -2.046 -3.327 -2.183
I 0.447 -1.897 -3.555
N -1.396 0.444 -1.668
C -2.796 0.627 -1.287
C -3.911 -0.149 -2.160
O -3.232 1.361 -0.377
C -0.823 1.697 -2.172
C -0.458 2.966 -1.282
O -0.651 1.775 -3.419
H 4.686 -1.772 -1.685
H 4.586 -1.012 0.050
H 6.216 -1.217 -0.869
H 5.585 1.201 -1.130
H 5.376 0.386 -2.743
H 3.232 1.334 -2.814
H 3.393 1.949 -1.103
H 2.119 -0.099 0.661
H 1.579 1.516 -0.040
H 0.810 -2.886 -0.060
H -0.999 -2.877 0.222
H 0.023 -4.076 -1.970
H -2.654 -3.218 -1.224
H -2.157 -4.431 -2.491
H -2.443 -2.718 -3.052
H -4.631 -0.748 -1.519
H -4.537 0.694 -2.634
H -3.459 -0.731 -3.026
H -0.330 2.655 -0.186
H -1.354 3.663 -1.310
H 0.510 3.436 -1.653
C 9.037 -3.179 -1.016
C 7.906 -4.155 -1.318
N 7.376 -4.038 -2.672
C 6.112 -4.748 -2.865
C 6.129 -6.269 -2.724
C 8.340 -4.180 -3.757
C 9.155 -5.472 -3.822
H 8.736 -2.150 -1.230
H 9.304 -3.237 0.043
H 9.937 -3.407 -1.592
H 7.103 -3.937 -0.606
H 8.249 -5.175 -1.102
H 5.696 -4.490 -3.845
H 5.389 -4.349 -2.145
H 6.598 -6.751 -3.581
H 5.102 -6.643 -2.671
H 6.637 -6.596 -1.813
H 9.043 -3.341 -3.700
H 7.831 -4.036 -4.716
H 9.567 -5.757 -2.852
H 10.000 -5.337 -4.504
H 8.566 -6.305 -4.208
C -6.227 3.492 -0.311
C -7.165 3.278 -1.494
N -8.095 2.171 -1.308
C -8.777 1.773 -2.535
C -9.715 2.789 -3.187
C -8.936 2.230 -0.118
C -9.828 3.458 0.064
H -5.694 2.572 -0.059
H -5.483 4.252 -0.562
H -6.762 3.840 0.576
H -6.535 3.065 -2.364
H -7.688 4.219 -1.708
H -9.332 0.845 -2.357
H -8.011 1.501 -3.271
H -10.648 2.891 -2.634
H -9.977 2.450 -4.195
H -9.254 3.774 -3.288
H -8.287 2.151 0.761
H -9.560 1.330 -0.070
H -9.297 4.393 -0.123
H -10.192 3.494 1.095
H -10.707 3.420 -0.581
C 14.258 1.225 2.327
C 13.314 1.026 1.147
N 12.374 -0.072 1.329
C 11.684 -0.456 0.101
C 10.754 0.573 -0.540
C 11.537 -0.011 2.523
C 10.658 1.224 2.714
H 14.782 0.298 2.573
H 15.009 1.979 2.078
H 13.729 1.573 3.218
H 13.938 0.812 0.273
H 12.800 1.974 0.940
H 11.120 -1.378 0.276
H 12.444 -0.732 -0.639
H 9.824 0.682 0.017
H 10.484 0.244 -1.549
H 11.225 1.555 -0.637
H 12.188 -0.101 3.400
H 10.905 -0.904 2.568
H 11.198 2.155 2.531
H 10.297 1.259 3.746
H 9.777 1.199 2.072
C -10.873 3.205 6.417
C -11.996 2.217 6.124
N -12.528 2.322 4.772
C -13.784 1.602 4.586
C -13.759 0.081 4.733
C -11.562 2.184 3.687
C -10.736 0.900 3.628
H -11.183 4.230 6.196
H -10.602 3.157 7.474
H -9.973 2.982 5.839
H -12.801 2.430 6.836
H -11.642 1.202 6.346
H -14.203 1.853 3.605
H -14.509 1.999 5.307
H -13.289 -0.401 3.877
H -14.784 -0.299 4.789
H -13.247 -0.239 5.644
H -10.868 3.030 3.740
H -12.072 2.318 2.727
H -10.320 0.624 4.599
H -9.892 1.039 2.946
H -11.316 0.060 3.246
*
```

Properties
* HOMO energy: -5.25 eV
* DFT total energy: -119778.8566 eV

---

Record 2
ORCA calculation (ωB97M-V with the def2-TZVPD basis set) on 10 unconnected molecules or ions with the total composition C35H82ClFO14.

Geometry as ORCA input:
```
! wB97M-V def2-TZVPD RIJCOSX def2/J DEFGRID3
* xyz 0 1
C -8.790 2.185 -1.801
C -7.456 2.655 -1.273
C -6.362 2.775 -2.300
F -6.838 3.455 -3.395
C -5.742 1.507 -2.798
O -6.624 0.429 -3.024
C -5.842 -0.669 -3.151
O -6.205 -1.759 -3.574
O -4.582 -0.361 -2.740
C -4.689 0.836 -1.952
Cl -5.232 0.259 -0.347
C -3.352 1.500 -1.833
C -2.395 0.735 -0.996
O -1.905 -0.340 -1.269
O -2.140 1.416 0.124
H -9.487 2.139 -0.983
H -8.754 1.223 -2.278
H -9.202 2.887 -2.500
H -7.603 3.650 -0.882
H -7.130 2.070 -0.435
H -5.556 3.342 -1.858
H -5.205 1.745 -3.708
H -3.498 2.434 -1.317
H -2.922 1.720 -2.790
H -1.523 0.887 0.664
C -2.267 3.570 2.628
C -3.714 3.164 2.881
C -3.811 2.155 4.021
O -4.259 2.610 1.689
H -1.673 2.696 2.346
H -2.209 4.284 1.807
H -1.819 4.022 3.515
H -4.304 4.050 3.118
H -3.268 1.246 3.762
H -4.845 1.873 4.215
H -3.386 2.561 4.941
H -3.738 1.824 1.481
C 0.513 -2.436 3.480
C -0.097 -1.071 3.224
C -1.040 -0.643 4.337
O -0.794 -1.088 1.969
H -0.264 -3.202 3.544
H 1.179 -2.719 2.665
H 1.081 -2.441 4.410
H 0.700 -0.336 3.120
H -1.877 -1.344 4.408
H -1.452 0.340 4.124
H -0.538 -0.608 5.303
H -1.494 -1.748 2.040
C 3.071 0.978 2.016
C 4.213 -0.011 2.200
C 4.895 -0.319 0.879
O 3.740 -1.222 2.797
H 2.312 0.560 1.348
H 2.591 1.191 2.972
H 3.425 1.917 1.590
H 4.939 0.399 2.903
H 4.190 -0.777 0.180
H 5.707 -1.030 1.035
H 5.305 0.581 0.419
H 3.104 -1.621 2.194
C 1.639 3.315 -2.854
C 0.175 3.564 -2.531
C -0.032 3.824 -1.046
O -0.620 2.450 -2.953
H 2.002 2.431 -2.321
H 1.774 3.130 -3.919
H 2.259 4.166 -2.572
H -0.186 4.418 -3.104
H 0.282 2.956 -0.460
H -1.085 4.000 -0.826
H 0.542 4.690 -0.714
H -0.317 1.675 -2.468
C 3.370 0.983 -5.881
C 3.472 2.393 -6.441
C 4.072 2.396 -7.839
O 4.241 3.221 -5.568
H 4.364 0.534 -5.802
H 2.936 0.998 -4.882
H 2.755 0.346 -6.517
H 2.479 2.845 -6.471
H 5.085 1.988 -7.817
H 4.134 3.413 -8.225
H 3.475 1.798 -8.529
H 5.127 2.851 -5.517
C 6.069 -5.093 -0.733
C 5.404 -3.972 0.051
C 5.720 -4.051 1.533
O 3.987 -4.012 -0.146
H 5.710 -6.064 -0.382
H 5.826 -5.015 -1.793
H 7.154 -5.065 -0.621
H 5.737 -3.010 -0.338
H 5.349 -4.993 1.952
H 5.230 -3.241 2.073
H 6.791 -3.987 1.716
H 3.674 -4.857 0.192
C 8.826 -3.703 4.796
C 8.824 -2.373 4.055
C 9.176 -1.219 4.982
O 7.556 -2.152 3.442
H 8.077 -3.694 5.592
H 8.575 -4.518 4.117
H 9.800 -3.908 5.242
H 9.543 -2.413 3.236
H 8.437 -1.140 5.784
H 9.171 -0.277 4.436
H 10.159 -1.356 5.433
H 6.891 -2.113 4.136
C 4.908 -9.403 3.511
C 4.341 -8.018 3.239
C 3.387 -7.576 4.339
O 3.679 -7.989 1.973
H 4.103 -10.142 3.550
H 5.588 -9.700 2.714
H 5.447 -9.432 4.458
H 5.158 -7.300 3.159
H 2.537 -8.261 4.401
H 2.994 -6.582 4.126
H 3.883 -7.554 5.310
H 2.949 -8.613 2.009
C -12.182 6.300 -3.538
C -11.133 5.212 -3.709
C -10.764 5.015 -5.171
O -11.594 3.984 -3.145
H -13.101 6.027 -4.064
H -12.431 6.428 -2.485
H -11.832 7.255 -3.931
H -10.239 5.475 -3.142
H -11.642 4.705 -5.745
H -10.011 4.235 -5.273
H -10.375 5.935 -5.610
H -12.385 3.717 -3.621
*
```

Properties
* HOMO energy: -9.92 eV
* DFT total energy: -81530.5838 eV

---

Record 3
ORCA calculation (ωB97M-V with the def2-TZVPD basis set) on 12 unconnected molecules or ions with the total composition C35H84N11O14P2S2.

Geometry as ORCA input:
```
! wB97M-V def2-TZVPD RIJCOSX def2/J DEFGRID3
* xyz 1 1
C -0.908 0.358 -0.705
C -2.132 -0.072 -0.312
S -3.118 -0.628 -1.645
P -5.242 -0.203 -1.132
S -5.796 1.436 -1.907
P -2.708 -2.768 -1.642
O -1.502 -2.985 -0.858
O -2.663 -3.044 -3.181
O -4.006 -3.507 -1.144
H -0.017 -0.058 -0.245
H -0.827 1.138 -1.452
H -2.532 -0.073 0.695
H -5.216 -0.210 0.269
H -5.848 -1.383 -1.581
H -2.452 -2.278 -3.743
H -3.828 -3.971 -0.313
C -4.570 -0.146 -5.143
O -3.442 0.092 -4.715
N -5.165 0.533 -6.118
C -6.515 0.233 -6.571
C -4.443 1.628 -6.751
H -5.204 -0.951 -4.731
H -6.506 -0.035 -7.628
H -7.148 1.110 -6.438
H -6.918 -0.601 -5.998
H -3.523 1.264 -7.205
H -4.181 2.385 -6.012
H -5.079 2.071 -7.512
C 0.545 3.310 -1.343
O 0.157 3.244 -0.185
N 1.819 3.447 -1.725
C 2.205 3.499 -3.121
C 2.854 3.558 -0.698
H -0.156 3.254 -2.198
H 2.892 2.686 -3.361
H 2.699 4.446 -3.346
H 1.321 3.409 -3.750
H 2.839 2.666 -0.071
H 2.654 4.417 -0.067
H 3.826 3.677 -1.164
C -9.039 -1.958 -0.307
O -8.222 -1.198 0.196
N -8.848 -3.276 -0.463
C -9.861 -4.147 -1.028
C -7.572 -3.836 -0.046
H -10.018 -1.608 -0.669
H -10.146 -4.918 -0.311
H -9.492 -4.633 -1.933
H -10.743 -3.562 -1.281
H -7.404 -3.642 1.009
H -6.764 -3.367 -0.614
H -7.567 -4.908 -0.226
C -9.867 2.701 -6.526
O -8.701 2.706 -6.878
N -10.275 2.549 -5.252
C -11.677 2.558 -4.886
C -9.271 2.379 -4.217
H -10.698 2.829 -7.237
H -11.891 3.371 -4.190
H -11.962 1.615 -4.417
H -12.283 2.698 -5.779
H -8.600 3.238 -4.187
H -8.667 1.490 -4.407
H -9.767 2.276 -3.254
C 4.718 5.440 1.716
O 4.683 5.382 0.495
N 5.776 5.103 2.461
C 5.769 5.196 3.905
C 6.981 4.634 1.793
H 3.856 5.783 2.312
H 6.544 5.890 4.234
H 5.958 4.213 4.342
H 4.801 5.555 4.251
H 7.343 5.408 1.121
H 6.769 3.738 1.212
H 7.746 4.412 2.533
C 6.437 1.502 -0.198
O 7.588 1.592 0.178
N 5.794 0.337 -0.427
C 4.429 0.246 -0.896
C 6.532 -0.896 -0.189
H 5.816 2.392 -0.407
H 3.819 -0.293 -0.166
H 4.398 -0.285 -1.850
H 4.007 1.238 -1.038
H 6.854 -0.955 0.851
H 7.422 -0.937 -0.816
H 5.889 -1.744 -0.416
C 0.325 -8.114 -0.681
O 0.209 -9.307 -0.484
N -0.425 -7.167 -0.077
C -0.225 -5.753 -0.318
C -1.458 -7.594 0.850
H 1.080 -7.695 -1.368
H 0.034 -5.237 0.609
H -1.122 -5.298 -0.731
H 0.589 -5.621 -1.029
H -1.033 -8.165 1.676
H -2.185 -8.234 0.348
H -1.960 -6.715 1.251
C 8.205 7.974 0.625
O 7.838 7.909 1.784
N 9.492 8.072 0.242
C 9.878 8.145 -1.150
C 10.520 8.103 1.270
H 7.498 7.953 -0.221
H 10.527 7.308 -1.418
H 10.411 9.076 -1.357
H 8.988 8.108 -1.776
H 10.487 7.195 1.873
H 10.369 8.953 1.935
H 11.494 8.183 0.794
C 11.653 3.179 4.757
O 12.502 3.921 4.305
N 10.434 3.587 5.170
C 9.450 2.669 5.698
C 10.119 5.001 5.070
H 11.808 2.093 4.867
H 8.543 2.676 5.089
H 9.180 2.933 6.723
H 9.858 1.660 5.697
H 10.196 5.318 4.029
H 10.825 5.589 5.657
H 9.109 5.182 5.432
C 2.616 -7.160 2.517
O 3.286 -6.226 2.914
N 2.906 -8.461 2.707
C 2.044 -9.504 2.187
C 4.108 -8.806 3.445
H 1.682 -7.015 1.943
H 1.655 -10.129 2.994
H 2.582 -10.140 1.482
H 1.213 -9.047 1.661
H 4.072 -8.390 4.453
H 4.992 -8.404 2.950
H 4.187 -9.889 3.503
C -7.178 -3.369 3.547
O -6.622 -4.418 3.266
N -7.599 -3.019 4.772
C -8.251 -1.751 5.027
C -7.388 -3.950 5.871
H -7.378 -2.589 2.790
H -7.684 -1.162 5.750
H -9.257 -1.907 5.422
H -8.325 -1.187 4.099
H -6.326 -4.156 5.999
H -7.891 -4.896 5.671
H -7.785 -3.514 6.784
*
```

Properties
* HOMO energy: -10.15 eV
* DFT total energy: -122955.6636 eV
* energy relative to the best compared isomer or geometry (same formula, charge and spin): 0.0 kJ/mol

---

Let's list Kohn-Sham gap in order: 7.381, 10.420, 6.315 eV.